[1]
# C26H56O20S2

8 unconnected molecules or ions with the total composition C26H56O20S2 at a distorted geometry (the ωB97M-V functional and the def2-TZVPD basis, OMol25).

Last column: Mulliken charge in e.
CARTESIAN COORDINATES (ANGSTROEM)
1 C 0.11511 1.91564 -4.50485  -0.8916
2 C -0.19558 2.83392 -5.75776  -0.5489
3 O -1.18927 2.18181 -6.55864  -0.3494
4 S -1.88914 3.10888 -7.71100  1.2127
5 C -3.30962 3.69182 -6.76733  -0.9060
6 O -1.04618 4.26259 -8.08232  -0.6278
7 O -2.25170 2.18131 -8.73902  -0.6158
8 H 0.01848 0.85379 -4.73119  0.4349
9 H -0.73044 2.08064 -3.83709  0.3538
10 H 0.99425 2.14502 -3.90268  0.1431
11 H -0.57453 3.83102 -5.53351  0.4098
12 H 0.60242 2.91950 -6.49530  0.3806
13 H -3.36195 3.17997 -5.80641  0.2970
14 H -4.21023 3.38432 -7.29878  0.3749
15 H -3.31374 4.77919 -6.69179  0.3142
16 C 1.88822 5.36869 -0.76037  -1.3321
17 C 1.54059 4.84445 -2.19658  -0.2811
18 O 2.52427 3.99298 -2.71248  -0.0154
19 S 4.07463 4.64757 -3.13191  1.0722
20 C 3.47585 5.84888 -4.38189  -1.0039
21 O 4.68636 5.35777 -2.01442  -0.5787
22 O 4.77332 3.58157 -3.80049  -0.5248
23 H 2.55457 6.23106 -0.78016  0.3847
24 H 2.44775 4.71424 -0.09199  0.3071
25 H 1.02997 5.73682 -0.19823  0.3897
26 H 0.72603 4.12297 -2.13285  0.1845
27 H 1.29070 5.55480 -2.98466  0.4496
28 H 2.60761 5.38786 -4.85276  0.2363
29 H 4.32231 6.19624 -4.97430  0.4140
30 H 3.18614 6.75928 -3.85716  0.3643
31 C -1.49881 -1.57629 2.79578  -0.3334
32 O -0.42890 -1.20171 1.94354  -0.3691
33 C -0.61786 -0.15945 1.07351  0.6069
34 O -1.73940 0.49302 0.87857  -0.6355
35 O 0.51730 -0.02397 0.43585  -0.1599
36 C 0.49874 0.80428 -0.66652  -0.7462
37 H -2.30129 -2.18351 2.37696  0.0669
38 H -1.92845 -0.73349 3.33725  0.3517
39 H -1.01896 -2.33325 3.41615  0.2211
40 H 0.16416 1.83275 -0.53085  0.4475
41 H -0.09542 0.37989 -1.47583  0.3573
42 H 1.52132 1.04973 -0.95319  0.1441
43 C -6.37300 -2.51558 2.58365  -0.8551
44 O -5.13989 -3.19172 2.43136  -0.0705
45 C -4.82327 -3.62943 1.10331  0.7149
46 O -5.41682 -3.48964 0.00323  -0.6086
47 O -3.78867 -4.48693 1.26500  -0.1778
48 C -3.23239 -5.16335 0.19799  -0.7587
49 H -7.04096 -2.91826 3.34508  0.2698
50 H -6.87978 -2.49548 1.61883  0.3601
51 H -6.22382 -1.45944 2.80815  0.2974
52 H -3.19062 -6.18526 0.57490  0.2724
53 H -2.37310 -4.67740 -0.26416  0.1838
54 H -4.01586 -5.24605 -0.55528  0.3991
55 C 0.06782 -2.90038 -2.10479  -0.8172
56 O 0.68677 -1.93775 -3.03850  -0.2901
57 C 2.03929 -1.86824 -3.08507  0.7388
58 O 2.87668 -2.54431 -2.47480  -0.6034
59 O 2.32421 -0.82370 -3.94867  -0.2642
60 C 3.66872 -0.34344 -3.99335  -0.2456
61 H 0.05294 -3.92979 -2.46284  0.4194
62 H -0.97492 -2.81417 -1.79927  0.2370
63 H 0.67149 -2.96150 -1.19928  0.3798
64 H 4.01783 -0.00556 -3.01761  -0.2020
65 H 3.69972 0.53406 -4.63920  0.2920
66 H 4.36204 -1.06137 -4.43152  0.3568
67 C -3.72780 -4.35183 5.12260  -0.4752
68 O -3.20021 -5.63512 5.33471  -0.3290
69 C -1.93134 -5.77063 4.79549  0.8385
70 O -1.19135 -4.96378 4.20357  -0.5744
71 O -1.62367 -7.00863 5.03666  -0.3385
72 C -0.34253 -7.52883 5.04165  -0.6830
73 H -4.36348 -4.06375 5.95987  0.3410
74 H -4.27369 -4.46489 4.18595  0.2392
75 H -3.11961 -3.46481 4.94538  0.1361
76 H -0.17914 -8.26494 4.25454  0.2738
77 H 0.02137 -7.91106 5.99537  0.2615
78 H 0.31378 -6.74762 4.65816  0.3264
79 C 6.48835 -0.20207 -0.31080  -0.6545
80 C 6.73116 1.31279 -0.58771  -0.6759
81 C 5.48502 1.63988 -1.35846  -0.0684
82 O 4.49343 0.96869 -0.60656  -0.2955
83 C 4.95061 -0.25671 -0.25768  -0.2975
84 H 6.95184 -0.61148 0.58678  0.3357
85 H 6.71438 -0.84423 -1.16206  0.2547
86 H 7.66611 1.44016 -1.13337  0.3477
87 H 6.79228 1.90441 0.32571  0.2798
88 H 5.63389 1.28108 -2.37689  0.2351
89 H 5.16850 2.68207 -1.40043  -0.0209
90 H 4.44083 -1.10780 -0.70920  0.1672
91 H 4.66439 -0.30998 0.79272  0.3522
92 C -3.31298 0.62953 7.45067  -0.5113
93 C -1.77721 0.87118 7.65384  -0.6548
94 C -1.26039 0.58241 6.22076  -0.4088
95 O -2.23194 0.79200 5.28889  -0.2983
96 C -3.43441 1.05738 5.95791  -0.4488
97 H -3.89922 1.05444 8.26546  0.4047
98 H -3.40824 -0.44868 7.57907  0.1890
99 H -1.24345 0.32661 8.43272  0.3545
100 H -1.55131 1.90454 7.91697  0.2647
101 H -0.96495 -0.46225 6.12321  0.2647
102 H -0.43207 1.26545 6.03254  0.3087
103 H -4.29438 0.64935 5.42681  0.2953
104 H -3.60532 2.12957 6.05431  0.2368

ΔE to the lowest compared entry with this formula, charge and spin in kcal/mol: 83.00
Max |F| in eV Å⁻¹: 6.49
SMILES: CCOS(C)(=O)=O.CCOS(C)(=O)=O.COC(=O)OC.COC(=O)OC.COC(=O)OC.COC(=O)OC.C1CCOC1.C1CCOC1
Net charge: 0

---

[2]
# C26H57BF4N6O4

A molecular structure, C26H57BF4N6O4 at a distorted geometry (the ωB97M-V functional and the def2-TZVPD basis, OMol25).

Last column: Mulliken charge in e.
CARTESIAN COORDINATES (ANGSTROEM)
1 C -94.15825 48.32358 5.99669  -1.4374
2 C -95.34069 48.08500 4.95270  0.5490
3 C -96.64235 48.92902 5.34062  -1.1252
4 N -97.84122 48.07674 5.20966  0.9081
5 C -97.87759 46.85018 6.15872  -0.7141
6 C -98.22461 47.69374 3.73853  -0.1342
7 C -99.73803 47.50941 3.72797  0.2973
8 C -100.23680 48.53341 4.82998  -1.7423
9 C -99.02204 48.95185 5.57530  -0.9305
10 H -93.28597 47.58829 5.65556  0.3239
11 H -94.39805 47.78386 6.87369  0.3983
12 H -93.93550 49.32395 6.25312  0.3920
13 H -95.63693 47.10341 4.96853  -0.4666
14 H -95.15527 48.52575 3.80389  0.2966
15 H -96.77032 49.82815 4.74493  0.4541
16 H -96.60943 49.24809 6.32907  0.6623
17 H -98.74978 46.25390 6.09214  -0.2736
18 H -97.86585 47.22450 7.27532  0.3343
19 H -97.16794 46.07867 6.04448  0.3450
20 H -97.73046 46.68180 3.57812  -0.3342
21 H -97.91304 48.20485 2.80909  0.4606
22 H -100.18678 46.50916 4.00555  -0.3652
23 H -100.17193 47.93695 2.65180  0.6124
24 H -100.88000 48.11258 5.31954  0.7608
25 H -100.68176 49.31622 4.31612  0.3515
26 H -99.15894 49.19088 6.56692  0.7295
27 H -98.82056 49.97383 5.40608  0.5436
28 B -98.31352 43.12533 4.18688  -0.2483
29 F -97.23073 42.94419 4.98428  -0.3531
30 F -99.32595 42.18359 4.41827  -0.3820
31 F -98.85355 44.35509 4.47895  -0.1196
32 F -97.92603 43.13787 2.92729  0.1377
33 C -94.82439 44.75575 2.66425  -0.8288
34 C -95.24741 46.15166 2.10966  0.5656
35 N -95.59540 47.18293 1.60275  -0.5750
36 H -95.29072 44.01499 2.19279  0.4308
37 H -93.75431 44.53029 2.59540  0.4367
38 H -95.17569 44.52963 3.58537  -0.0062
39 C -99.69286 44.70233 8.14642  -0.6392
40 C -100.48417 46.09227 7.91721  0.2231
41 N -101.00715 47.06894 7.77146  -0.4682
42 H -100.35659 43.89361 8.20542  0.4229
43 H -99.15549 44.32507 7.14024  0.0311
44 H -99.06524 44.80560 8.99396  0.4775
45 C -94.23173 42.79926 6.40745  -0.3964
46 C -93.25275 43.75211 5.90990  0.2014
47 N -92.51732 44.65725 5.59546  -0.5382
48 H -94.27167 42.20283 5.41502  0.2035
49 H -93.89594 42.27853 7.21964  0.5215
50 H -95.20400 43.18230 6.72404  0.0630
51 C -97.56746 40.75748 7.52251  0.1657
52 C -98.19895 41.21004 8.80127  0.2816
53 N -98.68132 41.60696 9.75971  -0.4738
54 H -98.09227 39.82952 7.21804  0.1576
55 H -97.78556 41.47001 6.73873  -0.4686
56 H -96.57913 40.58765 7.73679  0.3876
57 C -101.26237 42.07236 1.73529  0.4316
58 C -101.46598 40.63990 1.26540  0.1277
59 N -101.67079 39.55370 0.77611  -0.5523
60 H -100.30839 42.45738 1.66443  -0.1721
61 H -102.04075 42.69919 1.25791  0.4230
62 H -101.44593 41.98732 2.82727  -0.2113
63 C -99.09907 45.64876 0.58059  -0.2624
64 C -98.36097 44.93684 -0.46938  -0.1570
65 O -98.59330 45.61805 -1.76229  -0.5660
66 H -98.71241 46.70844 0.56523  0.1545
67 H -98.98213 45.26282 1.53550  -0.2291
68 H -100.09297 45.38362 0.36055  0.4855
69 H -98.32075 43.63947 -0.88003  0.0894
70 H -97.29933 44.94037 -0.20660  0.1925
71 H -98.31241 45.07325 -2.54767  0.3186
72 C -100.82312 39.08700 4.63372  -0.2483
73 C -100.65054 37.88721 5.63781  -0.3964
74 O -101.82774 37.23602 5.97505  -0.5366
75 H -101.13259 38.86299 3.59730  0.3351
76 H -99.68842 39.51211 4.58493  -0.0471
77 H -101.41674 40.02948 5.06404  0.0382
78 H -100.25589 38.45819 6.51230  0.1844
79 H -100.04730 37.07782 5.25866  0.3218
80 H -101.60927 36.63962 6.73439  0.3254
81 C -103.18674 44.06895 6.60862  -1.5999
82 C -102.22242 43.68723 5.55199  1.2902
83 O -101.44928 42.56366 6.01206  -0.5877
84 H -103.92187 43.31970 6.93401  0.3164
85 H -103.70927 44.87242 6.37370  0.5085
86 H -102.73892 44.39251 7.50236  0.3767
87 H -101.44714 44.32104 5.51698  -0.7618
88 H -102.46196 43.71197 4.41326  0.1578
89 H -100.64279 42.43815 5.38743  0.3205
90 C -97.64449 39.08573 0.36023  -1.3007
91 C -97.93879 40.39831 1.09814  0.8404
92 O -96.77514 40.97716 1.40485  -0.6158
93 H -98.59328 38.62577 -0.14595  0.3014
94 H -97.06701 38.45328 1.17107  0.2642
95 H -96.95454 39.18426 -0.46029  0.3841
96 H -98.60908 40.19740 1.96894  -0.2538
97 H -98.53182 41.05522 0.37031  -0.0571
98 H -97.09494 41.77658 1.94568  0.2615

ΔE to the lowest compared entry with this formula, charge and spin in kcal/mol: 39.09
Max |F| in eV Å⁻¹: 10.12
Net charge: 0

---

Number 1: gap between HOMO and LUMO 0.35205 hartree, HOMO energy -0.3405 Ha, E_LUMO 0.32 eV. Number 2: gap between HOMO and LUMO 0.34249 hartree, HOMO energy -0.3476 Ha, E_LUMO -0.14 eV.